Molecular formula: C30H81N5O13
Method: DFT, the ωB97M-V functional and the def2-TZVPD basis

Summary:
SMILES ... COCCNCCOC.COCCNCCOC.COCCNCCOC.COCCNCCOC.COCCNCCOC.O.O.O
M ... 720.00 g mol⁻¹
Total charge ... 0
2S+1 ... 1

Element x y z (Å)
O1 -2.633305 -1.181049 1.540320
H1 -2.300791 -0.461565 1.003663
H2 -1.893944 -1.783981 1.618151
O2 0.670973 2.753872 0.056255
H3 1.591129 2.847935 0.302605
H4 0.506113 3.484737 -0.539473
O3 -0.598625 0.356831 -0.120462
H5 -0.852044 0.417098 -1.041545
H6 0.016372 1.079161 0.006984
C1 3.132755 0.584446 -1.682551
O4 2.421624 -0.123651 -2.692457
C2 3.323381 -0.793948 -3.597258
C3 2.537687 -1.903359 -4.369318
N1 3.374505 -2.998099 -4.900286
C4 4.168677 -2.530375 -6.039061
C5 3.309643 -2.103380 -7.250102
O5 4.098974 -1.894108 -8.309436
C6 3.352270 -1.750017 -9.462486
H7 3.801043 1.353202 -2.070482
H8 3.723207 -0.060461 -1.031718
H9 2.341733 1.068979 -1.110189
H10 4.284106 -1.078965 -3.168428
H11 3.686882 -0.008458 -4.259804
H12 1.994126 -1.399233 -5.168373
H13 1.859577 -2.254495 -3.591509
H14 4.052178 -3.254376 -4.196584
H15 4.986514 -3.208865 -6.281774
H16 4.778274 -1.683154 -5.724898
H17 2.628450 -1.258064 -7.152506
H18 2.684847 -2.992444 -7.335505
H19 2.754268 -0.845719 -9.349531
H20 2.672035 -2.597423 -9.547809
H21 3.964306 -1.764238 -10.364320
C7 -1.612697 2.354826 -6.041034
O6 -0.415412 1.692966 -5.623531
C8 0.074480 2.068354 -4.384477
C9 -0.804386 1.619045 -3.198093
N2 -0.827914 0.175406 -2.869553
C10 -1.515604 -0.501095 -3.976894
C11 -1.799545 -2.015150 -3.662357
O7 -3.130615 -2.234758 -3.114516
C12 -3.618629 -1.191914 -2.300344
H22 -2.102426 1.677867 -6.741033
H23 -1.331017 3.213824 -6.650031
H24 -2.323116 2.460957 -5.221185
H25 0.113788 3.156991 -4.346707
H26 1.099984 1.744551 -4.206735
H27 -1.782880 2.099170 -3.187884
H28 -0.271124 2.033915 -2.342756
H29 0.143608 -0.099757 -2.892463
H30 -0.887154 -0.478842 -4.867213
H31 -2.328955 0.036106 -4.464741
H32 -1.009594 -2.387627 -3.010179
H33 -1.737106 -2.626130 -4.562864
H34 -3.571055 -0.209535 -2.770210
H35 -2.947790 -1.005590 -1.461686
H36 -4.580117 -1.476374 -1.872875
C13 -2.943118 4.162854 -0.384332
O8 -3.422767 3.856426 0.913851
C14 -2.832418 2.694160 1.536846
C15 -3.423777 2.568417 2.966169
N3 -3.311692 1.255065 3.578511
C16 -4.156289 1.141869 4.761621
C17 -3.631047 2.043967 5.927104
O9 -3.945328 3.405452 5.789634
C18 -2.955383 4.294100 6.195121
H37 -3.404498 5.044708 -0.828830
H38 -3.012102 3.377190 -1.136711
H39 -1.917042 4.518448 -0.290339
H40 -1.750603 2.816807 1.588986
H41 -3.036729 1.777451 0.983680
H42 -4.497861 2.680033 2.817886
H43 -2.956717 3.337846 3.580928
H44 -3.628816 0.514833 2.968941
H45 -4.120444 0.106622 5.100865
H46 -5.196273 1.454512 4.667871
H47 -2.589042 1.872948 6.197407
H48 -4.038108 1.679693 6.870352
H49 -3.220269 5.351401 6.188288
H50 -2.110309 4.219659 5.510706
H51 -2.471556 4.104195 7.153218
C19 3.576529 0.118795 3.968558
O10 3.292038 1.360150 3.273197
C20 1.940816 1.447562 2.874546
C21 1.299683 2.794795 3.396863
N4 1.304933 2.846153 4.863443
C22 1.174051 4.226785 5.344165
C23 1.160333 4.240095 6.883129
O11 2.401662 3.789616 7.436102
C24 2.551694 4.230684 8.720854
H52 3.032328 -0.238448 4.842815
H53 4.649515 0.144099 4.158694
H54 3.412872 -0.714423 3.285146
H55 1.205790 0.712295 3.202007
H56 1.888260 1.273681 1.799778
H57 0.247684 2.823595 3.113014
H58 1.878078 3.617274 2.976050
H59 2.188288 2.493096 5.202732
H60 0.215593 4.654518 5.050058
H61 1.976836 4.863244 4.971924
H62 0.375033 3.574404 7.241244
H63 1.050540 5.287253 7.165100
H64 1.658804 3.938687 9.273650
H65 2.601452 5.318795 8.680528
H66 3.464358 3.829173 9.161231
C25 2.938268 -5.082944 -0.374710
O12 1.802255 -4.459745 0.219225
C26 1.114685 -3.524104 -0.609824
C27 0.097486 -2.754873 0.204142
N5 -0.718693 -3.747860 0.900806
C28 -1.792224 -4.463964 0.184215
C29 -2.390737 -5.524193 1.024805
O13 -1.657056 -6.732110 0.974051
C30 -2.173024 -7.796738 1.819402
H67 3.670164 -4.304105 -0.588836
H68 2.636570 -5.666223 -1.244687
H69 3.404653 -5.714137 0.381715
H70 0.564559 -4.034351 -1.400460
H71 1.713706 -2.772654 -1.124213
H72 -0.467774 -2.145280 -0.500827
H73 0.530688 -2.042707 0.906462
H74 -0.077057 -4.506916 1.080383
H75 -1.307659 -4.991001 -0.637695
H76 -2.546703 -3.784255 -0.211843
H77 -3.462545 -5.597757 0.840625
H78 -2.358767 -5.204639 2.066417
H79 -1.878358 -8.752944 1.387015
H80 -3.247717 -7.763533 1.998349
H81 -1.641366 -7.667543 2.762130

Forces on atoms 1 to 6 (eV/Å):
O -0.70 0.00 0.12
H 0.46 0.30 -0.23
H 0.32 -0.43 0.08
O 0.14 0.16 0.03
H 0.34 0.06 0.25
H -0.22 0.23 -0.19

---

Molecular formula: C30H83BeClN9O19
Method: DFT, the ωB97M-V functional and the def2-TZVPD basis

Summary:
M ... 918.50 g mol⁻¹
Total charge ... -1
2S+1 ... 1

Element x y z (Å)
Be1 0.699748 1.146223 -0.426911
N1 -1.204522 -0.994064 1.929286
O1 -0.934926 -0.145926 1.116091
O2 -2.439882 -1.109790 2.261214
O3 -0.328284 -1.590322 2.557038
N2 1.433891 -2.563430 -1.001973
O4 0.653989 -3.336347 -0.497045
O5 1.250088 -1.372854 -0.771539
O6 2.367256 -3.019917 -1.611857
Cl1 -1.360185 3.677986 4.292824
O7 -0.556399 2.527215 4.004368
O8 -2.725629 3.294564 4.649125
O9 -0.683731 4.391665 5.318271
O10 -1.379432 4.510552 3.097805
C1 1.632632 1.898956 -3.651600
C2 2.439985 2.768857 -2.651178
O11 1.612301 3.210375 -1.615682
O12 1.411405 0.640134 -2.981451
H1 2.169908 1.642633 -4.564695
H2 0.691039 2.258398 -4.066697
H3 2.848861 3.680143 -3.087623
H4 3.268944 2.208817 -2.218406
H5 1.830471 4.107597 -1.353023
H6 1.075160 0.048809 -3.658859
C3 0.570879 6.176601 0.204907
C4 2.051215 6.435541 0.089351
C5 2.846445 5.730334 1.130166
O13 2.344329 5.868514 2.474082
C6 2.503966 7.169725 2.979070
N3 2.466010 5.735619 -1.147725
H7 0.361686 5.107210 0.177732
H8 -0.057474 6.498724 -0.625471
H9 0.244283 6.514886 1.188258
H10 2.339721 7.486440 0.067350
H11 3.852535 6.147642 1.171902
H12 2.902571 4.650877 0.989738
H13 2.016408 7.239915 3.951411
H14 2.180864 7.923784 2.261377
H15 3.567736 7.274912 3.192201
H16 3.455995 5.535593 -1.152492
H17 2.407444 6.364066 -1.936215
C7 2.300244 0.640629 2.932994
C8 2.548986 1.921341 2.124204
C9 3.548742 1.730087 0.987780
O14 3.032302 0.788230 0.100335
C10 4.108216 0.124284 -0.563732
N4 1.309111 2.478360 1.630110
H18 1.816150 -0.146337 2.354688
H19 1.717889 0.840677 3.832400
H20 3.252446 0.207542 3.239350
H21 2.926238 2.705626 2.780461
H22 4.432810 1.311557 1.468767
H23 3.721292 2.670696 0.464742
H24 3.765911 0.053508 -1.596166
H25 4.201354 -0.820078 -0.027441
H26 5.028479 0.708169 -0.581145
H27 1.544774 3.459968 1.598547
H28 0.626468 2.517187 2.373469
C11 -4.082054 -8.033603 -0.728550
C12 -2.972409 -6.919129 -0.570040
C13 -3.483040 -5.636687 0.091418
O15 -2.425953 -4.687952 -0.016802
C14 -2.845347 -3.319106 0.011643
N5 -1.967912 -7.429894 0.375759
H29 -4.865517 -7.882449 -1.471138
H30 -4.596846 -8.277772 0.200679
H31 -3.569867 -8.937485 -1.058346
H32 -2.515542 -6.634936 -1.517986
H33 -3.772580 -5.718580 1.139062
H34 -4.388813 -5.315831 -0.423104
H35 -3.434864 -3.057928 -0.867201
H36 -1.974577 -2.667713 0.086146
H37 -3.431381 -3.037609 0.886528
H38 -2.340778 -7.821587 1.228784
H39 -1.637936 -8.262546 -0.091040
C15 3.125154 -2.800068 2.529524
C16 2.901027 -4.215796 1.971937
C17 3.931027 -5.257572 2.360825
O16 5.231180 -5.019028 1.846836
C18 5.421724 -5.237825 0.431870
N6 1.521378 -4.548110 2.225182
H40 3.031753 -2.793468 3.615498
H41 2.486091 -2.084211 2.012564
H42 4.101775 -2.368946 2.309448
H43 2.900014 -4.186331 0.882340
H44 3.575103 -6.227575 2.013671
H45 4.063897 -5.423090 3.429967
H46 5.912668 -6.198174 0.274383
H47 6.091271 -4.555687 -0.092049
H48 4.449980 -5.289126 -0.059234
H49 1.176345 -3.607380 2.351928
H50 1.580167 -4.843125 3.189342
C19 -4.755911 1.141164 6.330387
C20 -5.903387 0.770372 5.453772
C21 -5.689935 1.339639 3.992220
O17 -4.423934 0.850926 3.569426
C22 -4.090142 1.530604 2.389652
N7 -6.163045 -0.628802 5.342847
H51 -3.833318 0.888411 5.807867
H52 -4.760335 0.663918 7.310343
H53 -4.632872 2.194309 6.583067
H54 -6.780088 1.342486 5.757380
H55 -5.608198 2.426032 4.026359
H56 -6.385673 1.021730 3.215700
H57 -4.342456 0.902680 1.535168
H58 -3.008996 1.610092 2.275970
H59 -4.568612 2.503339 2.275820
H60 -7.053695 -0.738823 4.879466
H61 -6.391995 -0.907899 6.286125
C23 1.175214 -2.267545 -4.662743
C24 1.353075 -1.284550 -5.819854
C25 0.888514 -1.837773 -7.169199
O18 1.282113 -0.895836 -8.131779
C26 0.929188 -1.300155 -9.477785
N8 0.498701 -0.210947 -5.385639
H62 1.551061 -3.258170 -4.918675
H63 0.132254 -2.503107 -4.451001
H64 1.620023 -1.935669 -3.724607
H65 2.405410 -1.000766 -5.832524
H66 -0.179455 -2.038779 -7.253652
H67 1.423430 -2.762264 -7.386677
H68 1.426284 -2.262729 -9.597986
H69 1.367944 -0.635268 -10.221780
H70 -0.149645 -1.406387 -9.591536
H71 -0.465183 -0.510604 -5.350613
H72 0.539603 0.585168 -6.005827
C27 -1.927553 3.616717 -2.024338
C28 -2.205816 2.712330 -0.840926
C29 -2.528374 1.262726 -1.280372
O19 -1.394929 0.617176 -1.911776
C30 -1.751778 -0.750504 -2.329539
N9 -1.156643 2.892647 0.134606
H73 -1.087720 3.225314 -2.598425
H74 -1.675827 4.621913 -1.686246
H75 -2.727772 3.613715 -2.764434
H76 -3.053811 3.170043 -0.331522
H77 -3.422395 1.214829 -1.902097
H78 -2.926685 0.755489 -0.401647
H79 -0.944975 -1.335644 -2.770876
H80 -2.578846 -0.893005 -3.025077
H81 -2.107971 -1.182358 -1.394273
H82 -1.556711 2.555682 0.998604
H83 -1.261988 3.882353 0.306315

Forces on atoms 1 to 6 (eV/Å):
Be -0.06 0.20 1.20
N -2.49 -1.42 4.25
O 1.36 3.25 -3.84
O 1.63 -0.41 -0.86
O 0.24 -0.43 -0.40
N -1.57 -1.60 1.86

---

Molecular formula: C30H84N6O12
Method: DFT, the ωB97M-V functional and the def2-TZVPD basis

Summary:
M ... 721.03 g mol⁻¹
Total charge ... -1
2S+1 ... 2

Element x y z (Å)
C1 3.502330 1.648913 3.575151
C2 2.535500 1.591563 4.771161
C3 1.729710 2.884483 4.901331
O1 0.767210 2.914873 3.835501
C4 0.048800 4.093623 3.693931
N1 1.667140 0.434223 4.775081
H1 3.072860 1.663373 2.573431
H2 4.036530 0.699893 3.620781
H3 4.103180 2.555123 3.651841
H4 3.224100 1.499373 5.611061
H5 2.433380 3.715193 4.954821
H6 1.172520 2.975383 5.833741
H7 0.701460 4.966133 3.664561
H8 -0.579820 4.326273 4.553471
H9 -0.535950 4.079903 2.774161
H10 1.036460 0.821603 5.462301
H11 1.188470 0.411013 3.886021
C5 -2.642640 -3.730517 1.119421
C6 -1.601860 -4.788807 1.235381
C7 -2.189410 -6.101037 1.810441
O2 -1.213660 -6.967817 2.302241
C8 -1.812420 -8.259847 2.677411
N2 -1.380060 -5.248227 -0.125369
H12 -3.643780 -4.009987 0.791201
H13 -2.255650 -3.065957 0.346971
H14 -2.750790 -3.175767 2.051441
H15 -0.660930 -4.449677 1.668661
H16 -2.797570 -6.685497 1.120051
H17 -2.865860 -5.708077 2.569461
H18 -2.366270 -8.077087 3.598251
H19 -1.200640 -9.105137 2.992581
H20 -2.551040 -8.621797 1.962191
H21 -0.712740 -6.006197 -0.142119
H22 -0.829440 -4.537887 -0.586169
C9 -4.314380 -3.809797 -2.071079
C10 -3.323880 -2.712087 -2.363399
C11 -3.482540 -2.228147 -3.819529
O3 -3.249270 -3.247647 -4.766269
C12 -1.895430 -3.470407 -5.263099
N3 -3.753280 -1.673187 -1.429039
H23 -5.320190 -3.394667 -2.006989
H24 -4.079720 -4.384157 -1.174899
H25 -4.311780 -4.579927 -2.842439
H26 -2.377460 -3.248897 -2.298419
H27 -2.850880 -1.370507 -4.050969
H28 -4.467700 -1.825617 -4.055179
H29 -1.214120 -3.635147 -4.428369
H30 -1.644540 -2.733987 -6.026549
H31 -1.892900 -4.421817 -5.794989
H32 -2.977750 -1.112547 -1.106009
H33 -4.089590 -2.063777 -0.560449
C13 3.073860 -2.824097 4.292921
C14 1.916600 -2.874187 3.355411
C15 2.238120 -1.962187 2.107871
O4 3.250260 -2.470537 1.243071
C16 3.338260 -1.550277 0.189641
N4 1.775840 -4.203657 2.849791
H34 2.932000 -3.496217 5.139221
H35 3.259120 -1.867997 4.782471
H36 4.048100 -2.920097 3.813611
H37 1.060300 -2.511897 3.924271
H38 2.533220 -0.975487 2.464851
H39 1.327060 -1.934707 1.510111
H40 2.409990 -1.493637 -0.378869
H41 4.070710 -1.888327 -0.543379
H42 3.649660 -0.587997 0.596031
H43 1.020030 -4.318087 2.189671
H44 2.635200 -4.118777 2.325951
C17 0.659180 -1.339637 -3.241679
C18 1.762700 -0.316397 -3.342379
C19 2.718950 -0.514327 -4.557669
O5 3.645160 0.540463 -4.657679
C20 4.769920 0.514963 -3.769989
N5 1.279310 1.073773 -3.196909
H45 1.005330 -2.371617 -3.299219
H46 -0.303770 -1.232917 -3.741109
H47 0.414540 -1.403947 -2.181439
H48 2.248640 -0.485457 -2.381449
H49 1.972560 -0.620517 -5.344899
H50 3.134560 -1.497037 -4.334859
H51 5.382770 1.391423 -3.980559
H52 5.287320 -0.438037 -3.880379
H53 4.250440 0.504303 -2.811799
H54 0.859310 1.325093 -2.313429
H55 2.072690 1.691183 -3.294219
C21 3.684230 4.967343 -0.698089
C22 3.619030 4.859893 0.827481
C23 3.696010 6.261543 1.492441
O6 3.782060 6.010313 2.924491
C24 4.010190 7.161313 3.780071
N6 2.407480 4.069343 1.078761
H56 2.902760 5.631793 -1.066739
H57 3.544130 4.007273 -1.194809
H58 4.625580 5.425803 -1.001029
H59 4.374940 4.129433 1.115801
H60 2.777570 6.792083 1.241271
H61 4.643120 6.666023 1.135391
H62 3.220110 7.852393 3.486331
H63 5.010260 7.552673 3.593531
H64 3.927150 6.928673 4.841721
H65 2.808520 3.149393 0.964921
H66 2.237670 4.189643 2.067091
C25 -3.990170 1.472113 -4.095879
C26 -3.434890 1.092443 -5.487329
O7 -2.056090 1.497133 -5.462929
O8 -3.898520 2.879903 -3.777479
H67 -3.377030 1.017403 -3.317819
H68 -5.021980 1.176463 -3.906009
H69 -4.021090 1.469903 -6.325189
H70 -3.519720 0.006333 -5.522789
H71 -1.663170 1.249393 -4.622799
H72 -3.547980 3.305973 -4.563089
C27 -0.638900 1.424913 1.228861
C28 -0.666910 0.467473 0.058601
O9 -1.785730 0.557533 -0.730569
O10 0.469060 0.993293 2.028791
H73 -1.563880 1.315933 1.795111
H74 -0.539170 2.439803 0.843941
H75 -0.600880 -0.610187 0.208241
H76 0.190350 0.695553 -0.574789
H77 -1.969640 1.496623 -0.807259
H78 0.801530 1.730013 2.546781
C29 -4.122770 3.586573 -0.682709
C30 -5.313860 2.439223 -0.461169
O11 -6.307800 2.866673 0.402711
O12 -3.029640 3.111633 -1.394249
H79 -3.709850 4.115143 0.176481
H80 -4.597060 4.404933 -1.224399
H81 -4.808020 1.537853 -0.115109
H82 -5.656850 2.216783 -1.471609
H83 -6.709170 3.632083 -0.015189
H84 -3.262570 3.103673 -2.325519

Forces on atoms 1 to 6 (eV/Å):
C -0.55 -0.37 0.11
C 0.88 0.79 -1.00
C -0.08 -0.05 0.03
O 1.10 -0.23 0.28
C -0.04 1.32 0.27
N 0.36 0.36 0.52

---

| no. | electronic energy (eV) | F_max (eV/Å) |
| --- | --- | --- |
| 1 | -66481.9944 | 3.056 |
| 2 | -97672.4010 | 5.212 |
| 3 | -65973.3979 | 3.642 |